This record from OMol25 describes a molecular structure, C30H52BrN3P2RuS. The level of theory is ωB97M-V/def2-TZVPD.

Geometry (Å):
Ru 0.202 0.048 -0.396
Br -3.538 0.182 -6.416
S 1.073 -1.962 1.044
P -2.105 0.876 -0.601
P 1.391 1.194 1.170
N 5.611 -1.147 -1.142
N -0.208 -2.712 3.246
N -1.470 -2.798 1.250
C -2.072 0.444 1.216
C 3.684 0.171 -1.714
C 0.042 0.110 -3.467
C -1.549 -2.818 -0.215
C 0.885 0.959 2.948
C 1.445 -0.856 -1.607
C 1.144 3.001 0.745
C 1.214 2.169 3.816
C 0.870 0.334 -2.245
C -1.126 1.178 -5.308
C -2.510 -3.505 1.981
C 4.838 -2.269 -1.092
C 5.063 0.028 -1.459
C -3.376 0.172 1.917
C -1.569 2.109 -1.865
C 3.203 0.998 1.335
C 2.908 -0.951 -1.509
C -4.585 0.909 -2.218
C -0.792 -1.006 -3.597
C 3.441 -2.215 -1.180
C -0.309 -2.527 1.904
C -1.230 -2.217 4.160
C -0.101 1.182 -4.381
C -2.073 0.133 -5.323
C -3.500 0.067 -1.528
C 1.125 -2.917 3.792
C 3.864 -0.183 2.060
C -2.161 3.479 -2.110
C -1.844 -1.005 -4.521
C 2.403 3.882 0.719
H -1.716 -1.313 3.783
H -1.680 1.519 -2.791
H 2.899 3.938 1.700
H -0.761 -1.985 5.112
H 1.449 1.288 -2.258
H -0.195 0.727 2.965
H 5.705 0.912 -1.529
H 1.035 -3.323 4.793
H 2.283 2.241 4.052
H 0.696 2.036 4.767
H -1.087 -3.719 -0.635
H -3.994 -0.494 1.313
H -2.241 4.056 -1.189
H 1.698 -1.984 3.857
H 0.380 3.440 1.411
H 1.443 0.057 3.260
H -1.482 1.244 1.698
H -0.472 2.200 -1.719
H -3.133 -0.332 2.860
H 0.999 -1.822 -1.811
H -2.430 -1.924 -4.636
H 3.277 1.167 -1.952
H -1.983 -2.979 4.375
H 2.790 -3.073 -0.993
H -1.484 3.999 -2.796
H -1.473 -0.513 1.304
H -4.001 -0.628 -0.848
H -5.268 0.240 -2.760
H 0.876 3.124 3.403
H 4.952 -0.087 1.910
H -1.067 -1.925 -0.654
H -3.133 -4.075 1.291
H 3.630 -0.187 3.137
H -0.647 -1.909 -2.992
H -3.194 -2.800 2.494
H 3.610 1.013 0.313
H 3.580 -1.134 1.594
H 3.130 3.529 -0.021
H 5.301 -3.251 -0.967
H -2.606 -2.777 -0.506
H -1.168 1.956 -6.023
H 1.687 -3.624 3.184
H -4.182 1.584 -2.978
H -3.882 1.113 2.135
H 0.677 3.015 -0.261
H 2.118 4.892 0.394
H 3.563 1.950 1.786
H -2.084 -4.225 2.703
H 0.608 1.995 -4.303
H -3.131 3.372 -2.594
H -5.191 1.489 -1.504
H -2.993 -0.557 -2.281

Forces on atoms 1 to 3 (eV/Å):
Ru -1.88 -1.69 3.49
Br 0.36 0.06 0.13
S -0.29 0.43 -0.43

Properties
ΔE to the lowest compared entry with this formula, charge and spin ... 80.2 kcal/mol
Total charge ... +4
LUMO energy (alpha / beta) ... -12.55 / -15.38 eV
Spin multiplicity ... 5
⟨S²⟩ ... 6.06
Frontier orbital gap (alpha / beta) ... 5.97 / 4.05 eV

This record from OMol25 describes C15H21NO5 in the gas phase. The level of theory is ωB97M-V/def2-TZVPD.

Geometry (Å):
O 1.652 0.659 3.494
O -0.337 -3.514 -0.383
O 3.599 -1.090 3.958
O 1.032 2.925 -2.060
O -1.454 -1.682 0.291
N -1.100 1.046 -2.191
C -0.038 0.924 -1.208
C 1.667 -3.011 1.557
C 0.619 -2.135 1.298
C -2.318 0.373 -1.773
C -0.412 -2.534 0.319
C -2.221 -1.151 -1.966
C -2.466 -1.937 -0.679
C 2.624 -1.432 3.088
C 2.658 -2.665 2.454
C 1.569 -0.536 2.819
C -0.006 3.058 -3.002
C -1.312 2.453 -2.485
C 1.236 1.566 -1.752
C 0.686 1.643 3.217
C 0.571 -0.893 1.937
H 3.412 -0.201 4.290
H 1.686 -3.962 1.049
H -2.081 2.544 -3.255
H -2.484 -3.010 -0.895
H 0.958 2.503 3.827
H 0.150 -0.129 -1.001
H 0.274 2.555 -3.939
H -2.553 0.599 -0.718
H -2.952 -1.484 -2.702
H 0.701 1.926 2.160
H -1.231 -1.399 -2.351
H 3.476 -3.332 2.674
H -0.318 1.306 3.493
H -0.122 4.128 -3.182
H 2.033 1.533 -1.007
H 1.555 1.022 -2.653
H -3.408 -1.636 -0.212
H -3.134 0.765 -2.383
H -0.320 1.425 -0.262
H -0.251 -0.232 1.723
H -1.638 3.012 -1.589

Forces on atoms 1 to 3 (eV/Å):
O 0.31 -0.58 -0.03
O 0.00 0.11 0.05
O 0.03 0.05 0.04

Properties
ΔE to the lowest compared entry with this formula, charge and spin ... 24.6 kcal/mol
LUMO energy ... 0.63 eV
SMILES string ... COc1cc(C(=O)OCCCN2CCOCC2)ccc1O
Frontier orbital gap ... 9.17 eV

This record from OMol25 describes a molecular structure, C2H2N2O3. The level of theory is ωB97M-V/def2-TZVPD.

Geometry (Å):
O -2.330 0.318 -0.085
O -0.049 -2.016 0.031
O 2.033 0.230 -0.037
N -0.098 1.267 0.043
N -0.129 -0.678 -0.325
C -1.144 0.297 -0.065
C 0.852 0.279 -0.124
H 0.021 2.294 -0.018
H 0.843 -1.990 0.580

Forces on atoms 1 to 3 (eV/Å):
O 0.71 -0.06 0.38
O 2.68 0.65 1.64
O 0.69 -0.19 -0.03

Properties
ΔE to the lowest compared entry with this formula, charge and spin ... 41.9 kcal/mol
LUMO energy ... 0.41 eV
Frontier orbital gap ... 10.69 eV

This record from OMol25 describes C4H6O2 in the gas phase. The level of theory is ωB97M-V/def2-TZVPD.

Geometry (Å):
O -1.708 0.080 -0.779
O 1.693 0.202 0.638
C -1.501 -0.428 0.524
C 0.780 0.668 -0.318
C -0.746 0.707 0.103
C 1.375 -0.583 -0.597
H -2.187 -0.500 1.172
H -0.988 -1.446 0.808
H 2.376 -0.650 -1.136
H 0.909 -1.633 -0.290
H 0.982 1.699 -0.742
H -0.985 1.884 0.616

Forces on atoms 1 to 3 (eV/Å):
O 0.64 0.27 0.45
O -0.70 -0.44 -0.44
C 5.95 -2.94 -2.51

Properties
ΔE to the lowest compared entry with this formula, charge and spin ... 119.1 kcal/mol
LUMO energy ... 1.06 eV
SMILES string ... C1O[C@@H]1[C@@H]1CO1
Frontier orbital gap ... 11.19 eV

Number 1: maximum force 0.0838 hartree/bohr. Number 2: maximum force 0.0151 hartree/bohr. Number 3: maximum force 0.0624 hartree/bohr. Number 4: maximum force 0.1464 hartree/bohr.